1.
DFT (the ωB97M-V functional and the def2-TZVPD basis) results for a cluster of 3 separate species, C2H12N2O2 in total.

Each line ends with the natural charge from an NBO analysis.
CARTESIAN COORDINATES (ANGSTROEM)
N (1.576, 0.885, -1.063)  -0.8625
C (1.287, -0.492, -0.673)  -0.2454
C (0.449, -1.268, -1.711)  -0.2239
N (-0.476, -0.505, -2.541)  -0.8366
H (2.566, 1.060, -1.073)  0.3684
H (1.052, 1.582, -0.555)  0.3609
H (0.827, -0.603, 0.311)  0.1860
H (2.228, -1.047, -0.683)  0.1884
H (1.126, -1.798, -2.389)  0.1730
H (-0.092, -2.091, -1.231)  0.1817
H (-0.686, 0.371, -2.083)  0.3498
H (-0.152, -0.276, -3.465)  0.3596
H (-1.428, -1.347, 3.684)  0.4614
H (-1.700, -0.275, 2.640)  0.4848
O (-1.700, -1.247, 2.753)  -0.9487
H (-1.042, 2.665, 2.307)  0.4724
H (-2.115, 2.404, 3.270)  0.4710
O (-1.722, 1.983, 2.503)  -0.9405

SMILES: NCCN.O.O
Highest occupied orbital energy in eV: -8.6
Frontier orbital gap in eV: 9.0
Spin multiplicity: 1
Energy in Ha: -343.35733
Relative energy (zero: lowest compared OMol25 entry of this formula, charge and spin) in eV: 0.974

---

2.
DFT (the ωB97M-V functional and the def2-TZVPD basis) results for a cluster of 4 separate species, C2H12N2O3 in total.

Each line ends with the natural charge from an NBO analysis.
CARTESIAN COORDINATES (ANGSTROEM)
C (-0.961, 3.055, 0.616)  -0.4088
N (-0.747, 1.607, 0.509)  -0.5973
C (-1.111, 0.961, -0.630)  0.3554
N (-0.820, -0.243, -0.911)  -0.8483
H (-0.060, 3.557, 0.945)  0.2059
H (-1.714, 3.250, 1.382)  0.1967
H (-1.321, 3.395, -0.356)  0.1988
H (0.102, 1.209, 0.870)  0.4057
H (-1.587, 1.614, -1.397)  0.1188
H (-0.381, -0.431, -1.798)  0.3792
H (0.332, -2.200, 0.777)  0.4709
H (0.695, -1.797, -0.593)  0.4773
O (1.061, -2.294, 0.152)  -0.9558
H (1.606, -3.528, 4.008)  0.4733
H (1.067, -3.025, 5.368)  0.4685
O (1.251, -2.764, 4.464)  -0.9415
H (1.322, -0.369, -4.969)  0.4757
H (0.610, -1.473, -4.143)  0.4742
O (0.657, -0.523, -4.292)  -0.9487

SMILES: [H]/N=C/NC.O.O.O
Highest occupied orbital energy in eV: -8.6
Frontier orbital gap in eV: 9.4
Spin multiplicity: 1
Energy in Ha: -418.57918
Relative energy (zero: lowest compared OMol25 entry of this formula, charge and spin) in eV: 1.629

---

3.
DFT (the ωB97M-V functional and the def2-TZVPD basis) results for a cluster of 4 separate species, C2H12N2O4 in total.

Each line ends with the natural charge from an NBO analysis.
CARTESIAN COORDINATES (ANGSTROEM)
C (0.401, -2.233, 3.274)  -0.4345
N (0.225, -2.239, 1.842)  -0.6257
C (-0.050, -1.130, 1.121)  0.7955
N (-0.319, -1.415, -0.219)  -0.8545
O (-0.263, -0.026, 1.607)  -0.6954
H (-0.341, -2.950, 3.733)  0.1966
H (0.267, -1.281, 3.787)  0.2374
H (1.424, -2.513, 3.735)  0.1951
H (0.660, -3.061, 1.457)  0.3966
H (0.249, -2.037, -0.771)  0.3965
H (-0.749, -0.656, -0.741)  0.4137
H (-0.271, 1.439, 0.492)  0.5274
H (-1.326, 2.044, -0.460)  0.4819
O (-0.401, 1.776, -0.427)  -0.9983
H (-0.031, 2.935, -2.399)  0.4803
H (0.880, 3.730, -3.379)  0.4757
O (-0.016, 3.415, -3.234)  -0.9544
H (0.266, 1.194, -3.357)  0.4768
H (0.165, 0.992, -1.839)  0.4826
O (0.357, 0.520, -2.674)  -0.9932

SMILES: CNC(N)=O.O.O.O
Highest occupied orbital energy in eV: -9.8
Frontier orbital gap in eV: 10.4
Spin multiplicity: 1
Energy in Ha: -493.89917
Relative energy (zero: lowest compared OMol25 entry of this formula, charge and spin) in eV: 0.736

---

4.
DFT (the ωB97M-V functional and the def2-TZVPD basis) results for a cluster of 4 separate species, C2H12N2O4 in total.

Each line ends with the natural charge from an NBO analysis.
CARTESIAN COORDINATES (ANGSTROEM)
N (0.012, -1.487, -0.174)  -0.8602
C (1.335, -1.712, 0.430)  -0.3138
C (1.415, -0.500, 1.365)  0.6813
N (2.254, 0.512, 0.982)  -0.8513
O (0.649, -0.373, 2.304)  -0.6224
H (-0.083, -2.030, -1.026)  0.3745
H (-0.758, -1.683, 0.455)  0.3779
H (1.526, -2.544, 1.113)  0.2037
H (2.067, -1.611, -0.362)  0.2039
H (2.320, 0.810, 0.024)  0.4106
H (2.411, 1.307, 1.584)  0.3947
H (-3.252, 1.227, 0.314)  0.4664
H (-3.354, 0.673, 1.767)  0.4752
O (-3.841, 1.120, 1.066)  -0.9409
H (-1.507, 0.700, -3.314)  0.4803
H (-1.202, 0.138, -1.851)  0.4788
O (-1.048, 0.032, -2.801)  -0.9584
H (0.283, 1.551, -1.381)  0.4782
H (0.242, 1.726, 0.162)  0.4775
O (0.532, 2.143, -0.657)  -0.9559

SMILES: NCC(N)=O.O.O.O
Highest occupied orbital energy in eV: -9.8
Frontier orbital gap in eV: 10.1
Spin multiplicity: 1
Energy in Ha: -493.87067
Relative energy (zero: lowest compared OMol25 entry of this formula, charge and spin) in eV: 1.512

---

5.
DFT (the ωB97M-V functional and the def2-TZVPD basis) results for a structure of composition C2H12N3SSn.

Each line ends with the natural charge from an NBO analysis.
CARTESIAN COORDINATES (ANGSTROEM)
C (-1.661, 1.626, -0.626)  -0.8937
Sn (0.618, 0.020, -1.719)  0.6603
N (1.382, -1.983, -2.284)  -1.0551
H (0.888, 1.027, -3.081)  -0.2065
H (2.365, -1.796, -2.478)  0.4098
H (-1.448, 0.586, -0.909)  0.2284
H (-2.074, 2.122, -1.503)  0.2459
H (-0.785, 2.236, -0.337)  0.1903
H (-2.136, 1.525, 0.343)  0.2168
H (1.235, -2.700, -1.570)  0.4277
H (1.002, -2.339, -3.158)  0.4241
N (-0.003, 1.094, 2.260)  -0.7526
C (0.272, -0.131, 1.755)  0.3950
N (-0.129, -1.166, 2.523)  -0.7476
S (1.510, -0.283, 0.487)  -0.2444
H (-0.693, 1.287, 2.953)  0.4087
H (0.260, 1.972, 1.856)  0.4290
H (0.167, -2.067, 2.173)  0.4333
H (-0.769, -1.032, 3.314)  0.4305

Net charge: +1
Highest occupied orbital energy in eV: -9.7
Frontier orbital gap in eV: 6.0
Spin multiplicity: 1
Energy in Ha: -859.82883
Relative energy (zero: lowest compared OMol25 entry of this formula, charge and spin) in eV: 0.492

---

6.
DFT (the ωB97M-V functional and the def2-TZVPD basis) results for a cluster of 2 separate species, C2H12N4 in total.

Each line ends with the natural charge from an NBO analysis.
CARTESIAN COORDINATES (ANGSTROEM)
N (-2.022, 0.915, 0.051)  -1.1427
C (-2.441, 1.943, -0.975)  -0.2497
N (-3.013, 1.296, -2.172)  -0.8680
H (-2.941, 0.365, 0.396)  0.2619
H (-1.528, 1.437, 0.738)  0.3179
H (-3.321, 2.658, -0.611)  0.1307
H (-1.599, 2.567, -1.430)  0.1757
H (-3.844, 0.830, -1.867)  0.3294
H (-2.374, 0.505, -2.482)  0.3469
N (3.094, -0.381, 0.587)  -0.9206
C (2.202, -1.556, 0.404)  -0.2143
N (2.245, -2.375, 1.584)  -0.9138
H (4.127, -0.550, 0.389)  0.3421
H (2.859, -0.062, 1.561)  0.3403
H (1.230, -1.050, 0.169)  0.2021
H (2.452, -1.958, -0.572)  0.1641
H (1.603, -2.131, 2.290)  0.3504
H (3.273, -2.456, 1.942)  0.3477

Net charge: -1
Highest occupied orbital energy (alpha / beta) in eV: 1.3 / -5.4
Frontier orbital gap (alpha / beta) in eV: 2.6 / 9.3
Spin multiplicity: 2
Energy in Ha: -302.30106
Relative energy (zero: lowest compared OMol25 entry of this formula, charge and spin) in eV: 1.149

---

7.
DFT (the ωB97M-V functional and the def2-TZVPD basis) results for a cluster of 2 separate species, C2H12N5 in total.

Each line ends with the natural charge from an NBO analysis.
CARTESIAN COORDINATES (ANGSTROEM)
N (0.531, -1.588, 0.782)  -0.7767
C (1.422, -1.542, -0.228)  0.6821
N (2.424, -2.428, -0.341)  -0.7634
N (1.245, -0.629, -1.226)  -0.7638
H (-0.048, -0.717, 0.990)  0.4629
H (0.691, -2.208, 1.542)  0.4098
H (3.185, -2.273, -0.930)  0.4194
H (2.580, -3.145, 0.418)  0.4310
H (0.567, 0.109, -1.103)  0.4318
H (1.994, -0.583, -1.882)  0.4084
N (-0.615, 0.912, 0.077)  -0.9091
C (-1.931, 1.270, 0.657)  -0.0711
N (-2.447, 2.561, 0.208)  -0.8160
H (-0.732, 1.131, -0.957)  0.3642
H (0.105, 1.561, 0.442)  0.3760
H (-2.647, 0.558, 0.204)  0.1946
H (-1.995, 1.146, 1.765)  0.2075
H (-1.757, 3.349, 0.381)  0.3580
H (-2.573, 2.516, -0.799)  0.3541

Net charge: +1
Highest occupied orbital energy in eV: -12.8
Frontier orbital gap in eV: 9.9
Spin multiplicity: 1
Energy in Ha: -356.96618
Relative energy (zero: lowest compared OMol25 entry of this formula, charge and spin) in eV: 0.759

---

8.
DFT (the ωB97M-V functional and the def2-TZVPD basis) results for a cluster of 3 separate species, C2H12NO2S in total.

Each line ends with the natural charge from an NBO analysis.
CARTESIAN COORDINATES (ANGSTROEM)
C (1.060, 0.328, 0.206)  -0.2321
C (0.180, 1.001, 1.225)  -0.5260
S (-0.827, -0.304, 2.128)  -0.0726
N (0.218, 0.087, -1.040)  -0.7246
H (1.950, 0.908, -0.038)  0.2454
H (1.289, -0.644, 0.613)  0.2340
H (0.729, 1.445, 2.098)  0.2598
H (-0.371, 1.858, 0.857)  0.2309
H (-0.964, 0.463, 3.232)  0.1645
H (0.786, 0.138, -1.904)  0.4601
H (-0.081, -0.890, -0.955)  0.4654
H (-0.593, 0.607, -1.385)  0.4450
H (-1.362, -2.467, 0.187)  0.4945
H (-2.211, -2.519, -1.071)  0.5040
O (-1.576, -1.968, -0.607)  -0.9742
H (1.256, 1.345, -3.882)  0.4954
H (2.669, 1.120, -3.242)  0.5011
O (1.757, 1.376, -3.064)  -0.9705

Net charge: +1
Highest occupied orbital energy in eV: -12.8
Frontier orbital gap in eV: 9.7
Spin multiplicity: 1
Energy in Ha: -686.56991
Relative energy (zero: lowest compared OMol25 entry of this formula, charge and spin) in eV: 0.708

---

9.
DFT (the ωB97M-V functional and the def2-TZVPD basis) results for a cluster of 4 separate species, C2H12NO3 in total.

Each line ends with the natural charge from an NBO analysis.
CARTESIAN COORDINATES (ANGSTROEM)
C (0.556, -0.583, 1.286)  -0.0864
C (0.686, -1.776, 0.717)  -0.3512
N (0.779, 0.681, 0.550)  -0.7384
H (0.435, -0.581, 2.359)  0.2342
H (0.564, -2.580, 1.433)  0.2356
H (0.862, -2.045, -0.312)  0.2280
H (1.618, 0.502, -0.012)  0.4765
H (-0.119, 0.741, 0.018)  0.4936
H (0.961, 1.446, 1.197)  0.4402
H (-1.714, 2.196, -1.409)  0.5027
H (-2.282, 1.128, -0.445)  0.5160
O (-1.465, 1.661, -0.655)  -0.9943
H (-2.898, -1.216, 0.487)  0.4854
H (-4.048, -0.272, 0.155)  0.4856
O (-3.226, -0.592, -0.193)  -0.9536
H (3.562, 1.015, -1.495)  0.4977
H (2.889, -0.111, -2.252)  0.5017
O (2.839, 0.387, -1.428)  -0.9732

Net charge: +1
Highest occupied orbital energy in eV: -14.8
Frontier orbital gap in eV: 12.0
Spin multiplicity: 1
Energy in Ha: -363.61786
Relative energy (zero: lowest compared OMol25 entry of this formula, charge and spin) in eV: 0.898

---

10.
DFT (the ωB97M-V functional and the def2-TZVPD basis) results for a cluster of 4 separate species, C2H12NO4 in total.

Each line ends with the natural charge from an NBO analysis.
CARTESIAN COORDINATES (ANGSTROEM)
C (1.594, 0.527, -1.603)  -0.0816
O (1.865, 1.909, -1.547)  -0.7631
C (1.420, -0.344, -0.344)  -0.2320
N (0.204, 0.018, 0.352)  -0.9427
H (2.152, -0.011, -2.381)  0.1600
H (0.562, 0.441, -1.994)  0.1530
H (2.329, -0.230, 0.378)  0.1532
H (1.380, -1.433, -0.599)  0.1771
H (0.384, 1.364, 0.601)  0.4624
H (0.054, -0.224, 1.324)  0.3734
H (1.491, 2.385, 1.362)  0.4401
H (1.353, 2.267, -0.787)  0.5063
O (0.673, 2.443, 0.860)  -1.0755
H (-0.946, -2.445, -0.508)  0.4209
H (-0.698, -0.718, 0.046)  0.4636
O (-1.508, -1.781, -0.087)  -1.1988
H (-2.909, -2.565, 1.192)  0.5183
H (-4.220, -1.848, 1.506)  0.4544
O (-3.554, -2.405, 1.919)  -0.9888

Net charge: -1
Highest occupied orbital energy in eV: -4.5
Frontier orbital gap in eV: 8.4
Spin multiplicity: 1
Energy in Ha: -439.11184
Relative energy (zero: lowest compared OMol25 entry of this formula, charge and spin) in eV: 1.360

---

11.
DFT (the ωB97M-V functional and the def2-TZVPD basis) results for a cluster of 4 separate species, C2H12O3 in total.

Each line ends with the natural charge from an NBO analysis.
CARTESIAN COORDINATES (ANGSTROEM)
C (-1.273, -1.737, -1.530)  -0.6484
C (-0.014, -1.406, -0.806)  -0.5319
H (-1.950, -2.395, -0.970)  0.2431
H (-1.104, -2.295, -2.459)  0.2949
H (-1.940, -0.911, -1.827)  0.2211
H (0.726, -0.882, -1.407)  0.2446
H (-0.214, -0.631, 0.030)  0.2432
H (0.304, -2.332, -0.324)  0.2581
H (1.883, 2.323, -0.052)  0.5098
H (1.740, 0.922, -0.640)  0.4900
O (1.207, 1.697, -0.377)  -0.9486
H (0.642, 0.624, 2.383)  0.4821
H (1.197, -0.836, 2.076)  0.4908
O (1.312, 0.122, 1.944)  -0.8974
H (-0.531, 1.300, 0.426)  0.5324
H (-1.775, 0.468, -0.143)  0.5033
O (-1.491, 1.111, 0.525)  -0.4869

Net charge: +1
Highest occupied orbital energy (alpha / beta) in eV: -16.0 / -15.5
Frontier orbital gap (alpha / beta) in eV: 12.6 / 4.5
Spin multiplicity: 2
Energy in Ha: -308.68707
Relative energy (zero: lowest compared OMol25 entry of this formula, charge and spin) in eV: 0.678

---

12.
DFT (the ωB97M-V functional and the def2-TZVPD basis) results for a cluster of 4 separate species, C2H12O3S2 in total.

Each line ends with the natural charge from an NBO analysis.
CARTESIAN COORDINATES (ANGSTROEM)
C (0.730, 3.195, -0.466)  -0.6306
C (0.263, 1.766, -0.769)  -0.5335
S (1.630, 0.699, -1.339)  0.0808
S (0.660, -0.436, -2.781)  -0.1378
H (1.779, 3.369, -0.712)  0.2206
H (0.206, 3.960, -1.043)  0.2185
H (0.539, 3.459, 0.577)  0.2179
H (-0.302, 1.339, 0.049)  0.2218
H (-0.434, 1.815, -1.592)  0.2211
H (0.391, 0.588, -3.597)  0.1243
H (-1.883, -1.165, 0.893)  0.4563
H (-2.417, -1.474, -0.406)  0.4661
O (-2.766, -1.153, 0.450)  -0.9210
H (2.514, -1.937, 1.666)  0.4680
H (1.671, -1.712, 0.478)  0.4686
O (1.586, -1.797, 1.438)  -0.9397
H (-1.528, -3.150, 1.680)  0.4659
H (-1.215, -3.489, 3.170)  0.4713
O (-1.424, -3.879, 2.305)  -0.9385

SMILES: CCSS.O.O.O
Highest occupied orbital energy in eV: -9.2
Frontier orbital gap in eV: 9.4
Spin multiplicity: 1
Energy in Ha: -1105.46416
Relative energy (zero: lowest compared OMol25 entry of this formula, charge and spin) in eV: 1.018